Entry from the Open Molecules 2025 dataset: a cluster of 19 separate species, C84H205N19O10 in total in a non-equilibrium geometry (ωB97M-V/def2-TZVPD).

## Properties
* total energy: -5116.1667 Eh
* Kohn-Sham gap: 8.0 eV
* charge: 0
* LUMO: 0.04 eV
* largest force on an atom: 4.611 eV/Å
* energy above the lowest of the compared OMol25 structures with the same formula, charge and spin: 0.0 kcal per mole
* highest occupied orbital energy: -7.982 eV

Each atom is followed by the atoms it is bonded to, with distances in Å.
Cartesian coordinates (Å):
1 C -11.0975 12.4182 0.3114  C2 1.493, H8 1.090, H9 1.090, H10 1.090
2 C -9.7406 12.8671 0.7428  C1 1.493, N3 1.473, H11 1.090, H12 1.090
3 N -9.8036 13.8489 1.8391  C2 1.473, C4 1.464, C6 1.430
4 C -10.4797 13.3680 3.0456  N3 1.464, C5 1.525, H13 1.090, H14 1.090
5 C -9.7559 12.2118 3.7283  C4 1.525, H15 1.090, H16 1.090, H17 1.090
6 C -8.4978 14.3663 2.1064  N3 1.430, C7 1.568, H18 1.090, H19 1.090
7 C -8.1437 15.5748 1.1714  C6 1.568, H20 1.090, H21 1.090, H22 1.090
8 H -11.0508 11.7185 -0.5231  C1 1.090
9 H -11.6989 13.2887 0.0493  C1 1.090
10 H -11.6621 11.9074 1.0914  C1 1.090
11 H -9.0788 12.0454 1.0165  C2 1.090
12 H -9.1923 13.2232 -0.1294  C2 1.090
13 H -10.5852 14.1847 3.7597  C4 1.090
14 H -11.5056 13.0726 2.8257  C4 1.090
15 H -10.2049 12.0443 4.7073  C5 1.090
16 H -9.9015 11.2927 3.1607  C5 1.090
17 H -8.6829 12.3295 3.8794  C5 1.090
18 H -7.7562 13.5700 2.0438  C6 1.090
19 H -8.4607 14.7602 3.1221  C6 1.090
20 H -8.7605 16.4676 1.2748  C7 1.090
21 H -8.2793 15.2674 0.1345  C7 1.090
22 H -7.0886 15.8478 1.1568  C7 1.090
23 C -16.3929 0.8753 -1.9577  C24 1.552, H30 1.090, H31 1.090, H32 1.090
24 C -16.9094 -0.5844 -2.0641  C23 1.552, N25 1.479, H33 1.090, H34 1.090
25 N -18.2664 -0.8017 -1.5177  C24 1.479, C26 1.481, C28 1.476
26 C -18.1045 -1.0421 -0.0652  N25 1.481, C27 1.545, H35 1.090, H36 1.090
27 C -19.4658 -0.8771 0.6466  C26 1.545, H37 1.090, H38 1.090, H39 1.090
28 C -18.9702 -1.9541 -2.1146  N25 1.476, C29 1.467, H40 1.090, H41 1.090
29 C -19.3724 -1.7226 -3.5067  C28 1.467, H42 1.090, H43 1.090, H44 1.090
30 H -16.9550 1.5271 -2.6264  C23 1.090
31 H -15.3687 0.9867 -2.3137  C23 1.090
32 H -16.5772 1.2978 -0.9699  C23 1.090
33 H -16.8549 -0.7981 -3.1315  C24 1.090
34 H -16.2619 -1.3760 -1.6870  C24 1.090
35 H -17.7335 -2.0497 0.1228  C26 1.090
36 H -17.4015 -0.3594 0.4121  C26 1.090
37 H -19.3236 -0.9268 1.7261  C27 1.090
38 H -19.9037 0.1210 0.6427  C27 1.090
39 H -20.2077 -1.6430 0.4206  C27 1.090
40 H -19.8389 -2.3093 -1.5603  C28 1.090
41 H -18.3003 -2.8137 -2.1335  C28 1.090
42 H -18.5143 -1.5947 -4.1665  C29 1.090
43 H -19.9324 -0.7875 -3.5071  C29 1.090
44 H -20.0329 -2.4491 -3.9799  C29 1.090
45 C -20.8313 6.1183 -3.2454  C46 1.531, H52 1.090, H53 1.090, H54 1.090
46 C -20.6045 5.0345 -2.1886  C45 1.531, N47 1.480, H55 1.090, H56 1.090
47 N -20.2769 3.7218 -2.7885  C46 1.480, C48 1.463, C50 1.481
48 C -19.0298 3.6744 -3.5526  N47 1.463, C49 1.588, H57 1.090, H58 1.090
49 C -19.1847 2.6237 -4.7329  C48 1.588, H59 1.090, H60 1.090, H61 1.090
50 C -20.1643 2.5761 -1.8576  N47 1.481, C51 1.531, H62 1.090, H63 1.090
51 C -21.4822 2.3609 -1.1080  C50 1.531, H64 1.090, H65 1.090, H66 1.090
52 H -20.0645 6.1873 -4.0170  C45 1.090
53 H -20.9850 7.1007 -2.7988  C45 1.090
54 H -21.8224 6.0242 -3.6890  C45 1.090
55 H -19.7232 5.3901 -1.6548  C46 1.090
56 H -21.4155 4.9490 -1.4654  C46 1.090
57 H -18.8240 4.6252 -4.0442  C48 1.090
58 H -18.1433 3.4987 -2.9432  C48 1.090
59 H -19.5732 3.0775 -5.6446  C49 1.090
60 H -18.1851 2.2409 -4.9389  C49 1.090
61 H -19.9073 1.8481 -4.4790  C49 1.090
62 H -19.3024 2.8104 -1.2329  C50 1.090
63 H -19.9172 1.7166 -2.4807  C50 1.090
64 H -21.4659 1.4561 -0.5003  C51 1.090
65 H -22.2537 2.1302 -1.8427  C51 1.090
66 H -21.8465 3.1328 -0.4301  C51 1.090
67 C -6.3547 3.3497 -2.9041  C68 1.533, H74 1.090, H75 1.090, H76 1.090
68 C -7.7457 3.5090 -2.2800  C67 1.533, N69 1.493, H77 1.090, H78 1.090
69 N -7.8339 4.1520 -0.9360  C68 1.493, C70 1.451, C72 1.446
70 C -7.1624 3.5265 0.1885  N69 1.451, C71 1.547, H79 1.090, H80 1.090
71 C -7.8031 2.1756 0.5873  C70 1.547, H81 1.090, H82 1.090, H83 1.090
72 C -7.5466 5.5688 -0.9741  N69 1.446, C73 1.526, H84 1.090, H85 1.090
73 C -8.4456 6.4085 -1.8775  C72 1.526, H86 1.090, H87 1.090, H88 1.090
74 H -5.9081 4.3129 -3.1509  C67 1.090
75 H -6.3674 2.7192 -3.7932  C67 1.090
76 H -5.6096 2.9319 -2.2271  C67 1.090
77 H -8.3901 3.9275 -3.0532  C68 1.090
78 H -8.1692 2.5072 -2.2072  C68 1.090
79 H -7.2408 4.1411 1.0853  C70 1.090
80 H -6.1003 3.4293 -0.0365  C70 1.090
81 H -7.3808 1.7422 1.4939  C71 1.090
82 H -7.4177 1.4113 -0.0875  C71 1.090
83 H -8.8836 2.1093 0.7150  C71 1.090
84 H -7.6205 6.0312 0.0102  C72 1.090
85 H -6.5119 5.7144 -1.2847  C72 1.090
86 H -8.1414 6.1512 -2.8921  C73 1.090
87 H -9.5111 6.3416 -1.6576  C73 1.090
88 H -8.3112 7.4848 -1.7697  C73 1.090
89 C -5.6515 6.3910 -5.1873  C90 1.539, H96 1.090, H97 1.090, H98 1.090
90 C -5.3446 7.2440 -6.4306  C89 1.539, N91 1.453, H99 1.090, H100 1.090
91 N -6.0149 8.5280 -6.3155  C90 1.453, C92 1.470, C94 1.486
92 C -5.4086 9.6113 -7.1028  N91 1.470, C93 1.479, H101 1.090, H102 1.090
93 C -3.9702 9.7949 -6.8137  C92 1.479, H103 1.090, H104 1.090, H105 1.090
94 C -7.4678 8.3623 -6.5788  N91 1.486, C95 1.585, H106 1.090, H107 1.090
95 C -8.2667 9.5378 -5.8768  C94 1.585, H108 1.090, H109 1.090, H110 1.090
96 H -5.0534 5.4821 -5.1228  C89 1.090
97 H -6.6779 6.0883 -4.9798  C89 1.090
98 H -5.3628 6.9758 -4.3140  C89 1.090
99 H -4.2589 7.3410 -6.4314  C90 1.090
100 H -5.6314 6.7668 -7.3677  C90 1.090
101 H -5.5007 9.3980 -8.1678  C92 1.090
102 H -5.9451 10.5487 -6.9560  C92 1.090
103 H -3.3645 9.1820 -7.4813  C93 1.090
104 H -3.7306 10.8376 -7.0221  C93 1.090
105 H -3.6482 9.6040 -5.7900  C93 1.090
106 H -7.7876 7.4307 -6.1119  C94 1.090
107 H -7.7113 8.2192 -7.6316  C94 1.090
108 H -8.2081 10.5241 -6.3371  C95 1.090
109 H -7.7649 9.7380 -4.9300  C95 1.090
110 H -9.2432 9.0908 -5.6906  C95 1.090
111 C -9.7145 4.5206 2.4395  C112 1.546, H118 1.090, H119 1.090, H120 1.090
112 C -9.2015 5.8639 3.0070  C111 1.546, N113 1.489, H121 1.090, H122 1.090
113 N -10.0417 7.0236 2.5978  C112 1.489, C114 1.451, C116 1.485
114 C -9.4852 8.2272 3.1868  N113 1.451, C115 1.499, H123 1.090, H124 1.090
115 C -9.2368 8.1738 4.6638  C114 1.499, H125 1.090, H126 1.090, H127 1.090
116 C -10.1993 7.2237 1.1351  N113 1.485, C117 1.501, H128 1.090, H129 1.090
117 C -11.0438 8.4052 0.7576  C116 1.501, H130 1.090, H131 1.090, H132 1.090
118 H -9.6008 4.5397 1.3556  C111 1.090
119 H -10.7557 4.2632 2.6337  C111 1.090
120 H -9.0856 3.7168 2.8221  C111 1.090
121 H -9.1039 5.7560 4.0873  C112 1.090
122 H -8.1502 5.9237 2.7252  C112 1.090
123 H -8.6378 8.6475 2.6451  C114 1.090
124 H -10.2600 8.9822 3.0538  C114 1.090
125 H -9.9470 7.5664 5.2248  C115 1.090
126 H -8.2222 7.8046 4.8139  C115 1.090
127 H -9.3325 9.1601 5.1178  C115 1.090
128 H -10.5815 6.3193 0.6616  C116 1.090
129 H -9.1938 7.4303 0.7684  C116 1.090
130 H -10.5637 9.3091 1.1324  C117 1.090
131 H -11.9879 8.3616 1.3006  C117 1.090
132 H -11.2468 8.5973 -0.2960  C117 1.090
133 C -13.2415 4.9572 0.2928  C134 1.567, H140 1.090, H141 1.090, H142 1.090
134 C -13.1498 5.6716 -1.0993  C133 1.567, N135 1.469, H143 1.090, H144 1.090
135 N -13.5220 4.8496 -2.2589  C134 1.469, C136 1.474, C138 1.505
136 C -12.7973 3.5666 -2.2956  N135 1.474, C137 1.535, H145 1.090, H146 1.090
137 C -11.2981 3.8702 -2.4261  C136 1.535, H147 1.090, H148 1.090, H149 1.090
138 C -15.0115 4.6399 -2.2962  N135 1.505, C139 1.580, H150 1.090, H151 1.090
139 C -15.6450 6.0444 -2.6481  C138 1.580, H152 1.090, H153 1.090, H154 1.090
140 H -13.1142 5.7032 1.0773  C133 1.090
141 H -12.4487 4.2101 0.3315  C133 1.090
142 H -14.1954 4.4477 0.4288  C133 1.090
143 H -13.7640 6.5590 -0.9466  C134 1.090
144 H -12.2259 6.2468 -1.1596  C134 1.090
145 H -13.0630 2.9417 -1.4430  C136 1.090
146 H -13.1027 2.9807 -3.1625  C136 1.090
147 H -11.1610 4.3574 -3.3914  C137 1.090
148 H -10.8939 4.5495 -1.6756  C137 1.090
149 H -10.7767 2.9178 -2.3297  C137 1.090
150 H -15.4987 4.2352 -1.4091  C138 1.090
151 H -15.2369 4.0109 -3.1575  C138 1.090
152 H -15.1423 6.3991 -3.5479  C139 1.090
153 H -15.6879 6.7574 -1.8247  C139 1.090
154 H -16.6966 5.8999 -2.8956  C139 1.090
155 C -11.8723 2.3577 -9.2240  C156 1.533, H162 1.090, H163 1.090, H164 1.090
156 C -11.4474 2.9166 -7.8617  C155 1.533, N157 1.493, H165 1.090, H166 1.090
157 N -10.0283 2.6506 -7.4800  C156 1.493, C158 1.463, C160 1.480
158 C -9.7118 1.2254 -7.3836  N157 1.463, C159 1.574, H167 1.090, H168 1.090
159 C -8.1586 1.0131 -7.5209  C158 1.574, H169 1.090, H170 1.090, H171 1.090
160 C -9.6737 3.3589 -6.2295  N157 1.480, C161 1.540, H172 1.090, H173 1.090
161 C -9.4740 4.8755 -6.4025  C160 1.540, H174 1.090, H175 1.090, H176 1.090
162 H -12.5288 3.0725 -9.7203  C155 1.090
163 H -12.2974 1.3615 -9.1017  C155 1.090
164 H -11.0355 2.3412 -9.9222  C155 1.090
165 H -11.4370 3.9706 -8.1393  C156 1.090
166 H -12.1292 2.6941 -7.0409  C156 1.090
167 H -10.1538 0.6481 -8.1956  C158 1.090
168 H -10.0015 0.7417 -6.4507  C158 1.090
169 H -7.7649 1.4638 -8.4319  C159 1.090
170 H -7.9197 -0.0358 -7.6963  C159 1.090
171 H -7.5399 1.3770 -6.7006  C159 1.090
172 H -10.4720 3.1388 -5.5207  C160 1.090
173 H -8.7627 2.9105 -5.8332  C160 1.090
174 H -10.4368 5.3807 -6.4798  C161 1.090
175 H -8.8939 5.1657 -5.5265  C161 1.090
176 H -8.9390 5.1190 -7.3204  C161 1.090
177 C -19.3560 0.8642 -7.9505  C178 1.525, H184 1.090, H185 1.090, H186 1.090
178 C -18.5796 0.1790 -9.0707  C177 1.525, N179 1.495, H187 1.090, H188 1.090
179 N -17.1249 0.4480 -9.2869  C178 1.495, C180 1.479, C182 1.443
180 C -16.9007 1.9042 -9.4183  N179 1.479, C181 1.528, H189 1.090, H190 1.090
181 C -15.4114 2.2365 -9.4921  C180 1.528, H191 1.090, H192 1.090, H193 1.090
182 C -16.4748 -0.3707 -10.2823  N179 1.443, C183 1.499, H194 1.090, H195 1.090
183 C -16.4941 -1.7877 -9.7923  C182 1.499, H196 1.090, H197 1.090, H198 1.090
184 H -19.2301 0.3931 -6.9757  C177 1.090
185 H -20.4284 0.7714 -8.1222  C177 1.090
186 H -19.1867 1.9385 -7.8769  C177 1.090
187 H -18.6789 -0.8457 -8.7127  C178 1.090
188 H -19.0640 0.3907 -10.0239  C178 1.090
189 H -17.3771 2.3083 -10.3115  C180 1.090
190 H -17.3183 2.5850 -8.6765  C180 1.090
191 H -14.8907 1.6289 -8.7520  C181 1.090
192 H -14.8837 1.9092 -10.3880  C181 1.090
193 H -15.1280 3.2855 -9.4068  C181 1.090
194 H -15.4364 -0.0902 -10.4586  C182 1.090
195 H -16.8539 -0.2390 -11.2957  C182 1.090
196 H -15.9072 -2.4026 -10.4746  C183 1.090
197 H -17.4983 -2.2111 -9.7721  C183 1.090
198 H -15.9569 -1.7977 -8.8439  C183 1.090
199 C -13.4855 5.0889 -12.3028  C200 1.517, H204 1.090, H205 1.090, H206 1.090
200 C -14.0721 6.4459 -11.9608  C199 1.517, O201 1.216, N202 1.322
201 O -14.3938 7.2103 -12.8498  C200 1.216
202 N -14.0736 6.8768 -10.7107  C200 1.322, C203 1.466, H207 1.010
203 C -13.5869 6.2319 -9.4880  N202 1.466, H208 1.090, H209 1.090, H210 1.090
204 H -12.5410 5.2488 -12.8228  C199 1.090
205 H -14.1585 4.6088 -13.0131  C199 1.090
206 H -13.2835 4.3387 -11.5383  C199 1.090
207 H -14.4302 7.8183 -10.6303  N202 1.010
208 H -14.2426 5.4463 -9.1124  C203 1.090
209 H -13.5214 7.0065 -8.7239  C203 1.090
210 H -12.6167 5.7698 -9.6705  C203 1.090
211 C -15.8709 10.1670 -11.4901  C212 1.547, H216 1.090, H217 1.090, H218 1.090
212 C -15.0742 10.0174 -10.1726  C211 1.547, O213 1.237, N214 1.339
213 O -13.9294 10.4846 -10.1859  C212 1.237
214 N -15.7156 9.3770 -9.1867  C212 1.339, C215 1.443, H219 1.010
215 C -15.2079 9.1459 -7.8559  N214 1.443, H220 1.090, H221 1.090, H222 1.090
216 H -15.1279 10.1415 -12.2873  C211 1.090
217 H -16.4062 11.1152 -11.5395  C211 1.090
218 H -16.5926 9.3575 -11.5996  C211 1.090
219 H -16.7230 9.3048 -9.1916  N214 1.010
220 H -15.1577 8.0746 -7.6612  C215 1.090
221 H -15.8999 9.4843 -7.0847  C215 1.090
222 H -14.2155 9.5885 -7.7698  C215 1.090
223 C -17.7085 6.7803 -6.7825  C224 1.543, H228 1.090, H229 1.090, H230 1.090
224 C -17.4170 6.1112 -8.1421  C223 1.543, O225 1.208, N226 1.316
225 O -16.7824 5.0860 -8.2157  C224 1.208
226 N -17.9561 6.6753 -9.2023  C224 1.316, C227 1.459, H231 1.010
227 C -17.8279 6.1503 -10.5570  N226 1.459, H232 1.090, H233 1.090, H234 1.090
228 H -17.0372 6.4699 -5.9818  C223 1.090
229 H -18.7667 6.6887 -6.5377  C223 1.090
230 H -17.6334 7.8677 -6.7805  C223 1.090
231 H -18.4246 7.5490 -9.0095  N226 1.010
232 H -17.2263 6.8059 -11.1866  C227 1.090
233 H -18.7840 5.9198 -11.0270  C227 1.090
234 H -17.2771 5.2105 -10.5967  C227 1.090
235 C -19.9339 10.1086 -3.7238  C236 1.527, H240 1.090, H241 1.090, H242 1.090
236 C -18.5964 9.4225 -3.4547  C235 1.527, O237 1.210, N238 1.320
237 O -18.5183 8.7543 -2.4489  C236 1.210
238 N -17.5811 9.6034 -4.2779  C236 1.320, C239 1.445, H243 1.010
239 C -16.2230 9.1373 -4.1181  N238 1.445, H244 1.090, H245 1.090, H246 1.090
240 H -20.6057 9.3291 -4.0834  C235 1.090
241 H -19.9533 10.8165 -4.5524  C235 1.090
242 H -20.3077 10.4827 -2.7707  C235 1.090
243 H -17.8661 10.0753 -5.1242  N238 1.010
244 H -16.0968 8.0888 -4.3879  C239 1.090
245 H -15.9124 9.2572 -3.0802  C239 1.090
246 H -15.6118 9.8192 -4.7094  C239 1.090
247 C -10.1574 7.7447 -8.8404  C248 1.496, H252 1.090, H253 1.090, H254 1.090
248 C -10.6799 8.4062 -10.0765  C247 1.496, O249 1.208, N250 1.373
249 O -11.5300 9.2637 -10.0298  C248 1.208
250 N -10.2757 7.8066 -11.2441  C248 1.373, C251 1.474, H255 1.010
251 C -10.9353 8.0453 -12.5405  N250 1.474, H256 1.090, H257 1.090, H258 1.090
252 H -9.9187 8.5582 -8.1553  C247 1.090
253 H -9.2024 7.2534 -9.0267  C247 1.090
254 H -10.8752 7.0808 -8.3586  C247 1.090
255 H -9.5103 7.1495 -11.1938  N250 1.010
256 H -10.3814 8.7009 -13.2124  C251 1.090
257 H -11.9453 8.4204 -12.3753  C251 1.090
258 H -11.0196 7.1207 -13.1116  C251 1.090
259 C -12.1062 11.2977 -6.0706  C260 1.561, H264 1.090, H265 1.090, H266 1.090
260 C -12.0348 12.2233 -7.3257  C259 1.561, O261 1.208, N262 1.319
261 O -12.2194 11.7147 -8.4060  C260 1.208
262 N -11.6536 13.4615 -7.0794  C260 1.319, C263 1.443, H267 1.010
263 C -11.3556 14.4687 -8.0689  N262 1.443, H268 1.090, H269 1.090, H270 1.090
264 H -11.4534 10.4348 -6.2025  C259 1.090
265 H -13.1292 10.9539 -5.9176  C259 1.090
266 H -11.7655 11.8672 -5.2060  C259 1.090
267 H -11.6332 13.7046 -6.0993  N262 1.010
268 H -11.1103 15.4101 -7.5774  C263 1.090
269 H -12.1729 14.6082 -8.7765  C263 1.090
270 H -10.5227 14.0831 -8.6570  C263 1.090
271 C -13.8227 5.5220 -5.8568  C272 1.518, H276 1.090, H277 1.090, H278 1.090
272 C -12.9104 6.6899 -5.5282  C271 1.518, O273 1.177, N274 1.346
273 O -12.7004 7.4535 -6.3995  C272 1.177
274 N -12.4110 6.8483 -4.2881  C272 1.346, C275 1.492, H279 1.010
275 C -11.5026 7.9618 -3.8857  N274 1.492, H280 1.090, H281 1.090, H282 1.090
276 H -13.8022 4.6666 -5.1815  C271 1.090
277 H -13.6302 5.1850 -6.8754  C271 1.090
278 H -14.8573 5.8587 -5.7902  C271 1.090
279 H -12.8672 6.3661 -3.5269  N274 1.010
280 H -10.4942 7.7813 -4.2579  C275 1.090
281 H -11.3912 8.2154 -2.8315  C275 1.090
282 H -11.8201 8.9095 -4.3205  C275 1.090
283 C -6.8184 9.7356 -2.0206  C284 1.522, H288 1.090, H289 1.090, H290 1.090
284 C -8.1242 10.4740 -2.2800  C283 1.522, O285 1.215, N286 1.365
285 O -9.1615 9.9358 -1.9485  C284 1.215
286 N -8.0420 11.7646 -2.7157  C284 1.365, C287 1.444, H291 1.010
287 C -9.1262 12.6056 -3.1671  N286 1.444, H292 1.090, H293 1.090, H294 1.090
288 H -6.0755 10.5328 -1.9923  C283 1.090
289 H -6.6528 9.0728 -2.8699  C283 1.090
290 H -6.8402 9.1755 -1.0858  C283 1.090
291 H -7.1176 12.1022 -2.9427  N286 1.010
292 H -9.2598 13.4541 -2.4960  C287 1.090
293 H -10.0566 12.0950 -3.4152  C287 1.090
294 H -8.8431 13.0510 -4.1208  C287 1.090
295 C -15.7740 11.1037 -0.2569  C296 1.536, H300 1.090, H301 1.090, H302 1.090
296 C -14.5506 10.2766 -0.6802  C295 1.536, O297 1.229, N298 1.338
297 O -14.3887 9.1803 -0.1486  C296 1.229
298 N -13.6811 10.6675 -1.6191  C296 1.338, C299 1.495, H303 1.010
299 C -13.6792 11.9753 -2.3442  N298 1.495, H304 1.090, H305 1.090, H306 1.090
300 H -15.8316 12.0818 -0.7345  C295 1.090
301 H -15.7658 11.2690 0.8205  C295 1.090
302 H -16.6138 10.4961 -0.5939  C295 1.090
303 H -12.9918 9.9676 -1.8539  N298 1.010
304 H -12.6341 12.2772 -2.4122  C299 1.090
305 H -14.2291 12.7715 -1.8425  C299 1.090
306 H -14.2015 11.8323 -3.2902  C299 1.090
307 C -15.2812 1.5763 -6.1440  C308 1.501, H312 1.090, H313 1.090, H314 1.090
308 C -15.4849 0.1200 -5.8432  C307 1.501, O309 1.231, N310 1.327
309 O -14.7573 -0.3536 -4.9710  C308 1.231
310 N -16.3932 -0.6095 -6.4778  C308 1.327, C311 1.416, H315 1.010
311 C -16.6372 -1.9709 -6.1735  N310 1.416, H316 1.090, H317 1.090, H318 1.090
312 H -15.2520 2.1096 -5.1938  C307 1.090
313 H -16.1003 1.8491 -6.8095  C307 1.090
314 H -14.3347 1.8288 -6.6220  C307 1.090
315 H -16.7783 -0.2360 -7.3335  N310 1.010
316 H -17.6716 -2.1786 -6.4476  C311 1.090
317 H -16.5056 -2.2290 -5.1228  C311 1.090
318 H -15.9650 -2.6282 -6.7251  C311 1.090